# 1
# C42H105N7O14

7 unconnected molecules or ions with the total composition C42H105N7O14 (ωB97M-V/def2-TZVPD, the OMol25 dataset).

Each atom is followed by the atoms it is bonded to, with distances in Å.
CARTESIAN COORDINATES (ANGSTROEM)
1 C 8.27831 -20.05466 -18.16193  O2 1.405, H10 1.090, H11 1.090, H12 1.090
2 O 7.47344 -21.16361 -17.85074  C1 1.405, C3 1.456
3 C 6.04803 -20.91308 -18.01001  O2 1.456, C4 1.498, H13 1.090, H14 1.090
4 C 5.20659 -22.04879 -17.51245  C3 1.498, N5 1.488, H15 1.090, H16 1.090
5 N 5.23924 -22.26083 -16.04008  C4 1.488, C6 1.457, H17 1.010
6 C 4.39355 -23.34916 -15.56738  N5 1.457, C7 1.578, H18 1.090, H19 1.090
7 C 4.66048 -23.59216 -14.03091  C6 1.578, O8 1.402, H20 1.090, H21 1.090
8 O 5.78282 -24.41128 -13.84743  C7 1.402, C9 1.406
9 C 6.03421 -24.79964 -12.52004  O8 1.406, H22 1.090, H23 1.090, H24 1.090
10 H 9.32908 -20.34028 -18.11295  C1 1.090
11 H 8.02530 -19.24235 -17.48058  C1 1.090
12 H 8.14478 -19.65021 -19.16527  C1 1.090
13 H 5.91431 -20.96083 -19.09073  C3 1.090
14 H 5.73214 -19.91805 -17.69662  C3 1.090
15 H 5.72623 -22.94197 -17.85935  C4 1.090
16 H 4.18424 -22.07028 -17.88986  C4 1.090
17 H 6.19762 -22.35255 -15.73483  N5 1.010
18 H 4.72937 -24.24094 -16.09658  C6 1.090
19 H 3.33457 -23.13466 -15.71110  C6 1.090
20 H 3.82098 -24.16563 -13.63788  C7 1.090
21 H 4.76675 -22.67434 -13.45262  C7 1.090
22 H 7.01505 -25.27275 -12.56717  C9 1.090
23 H 5.23954 -25.42945 -12.12010  C9 1.090
24 H 6.29538 -23.95978 -11.87620  C9 1.090
25 C 6.52671 -12.77095 -22.97115  O26 1.468, H34 1.090, H35 1.090, H36 1.090
26 O 5.33861 -12.08528 -22.44797  C25 1.468, C27 1.378
27 C 4.97647 -12.51443 -21.18942  O26 1.378, C28 1.500, H37 1.090, H38 1.090
28 C 3.80364 -11.63653 -20.86813  C27 1.500, N29 1.503, H39 1.090, H40 1.090
29 N 3.07892 -12.20917 -19.68219  C28 1.503, C30 1.473, H41 1.010
30 C 2.09877 -11.19061 -19.26858  N29 1.473, C31 1.601, H42 1.090, H43 1.090
31 C 1.07257 -11.61026 -18.11424  C30 1.601, O32 1.454, H44 1.090, H45 1.090
32 O 0.33136 -10.62233 -17.34674  C31 1.454, C33 1.425
33 C 1.13957 -9.69564 -16.62571  O32 1.425, H46 1.090, H47 1.090, H48 1.090
34 H 6.33569 -13.84167 -22.89916  C25 1.090
35 H 7.47576 -12.66227 -22.44616  C25 1.090
36 H 6.54142 -12.61052 -24.04917  C25 1.090
37 H 5.76322 -12.30294 -20.46527  C27 1.090
38 H 4.67899 -13.56118 -21.12673  C27 1.090
39 H 3.32396 -11.40555 -21.81927  C28 1.090
40 H 4.19752 -10.68006 -20.52445  C28 1.090
41 H 2.38549 -12.89715 -19.93895  N29 1.010
42 H 1.47347 -10.95053 -20.12849  C30 1.090
43 H 2.64133 -10.31092 -18.92234  C30 1.090
44 H 1.45606 -12.27361 -17.33898  C31 1.090
45 H 0.29137 -12.24750 -18.52866  C31 1.090
46 H 0.60239 -9.13537 -15.86044  C33 1.090
47 H 1.54769 -8.97478 -17.33418  C33 1.090
48 H 1.79029 -10.17455 -15.89407  C33 1.090
49 C 0.61063 -31.79350 -19.81390  O50 1.446, H58 1.090, H59 1.090, H60 1.090
50 O 1.84603 -32.21950 -19.19443  C49 1.446, C51 1.522
51 C 2.36026 -31.39509 -18.02306  O50 1.522, C52 1.555, H61 1.090, H62 1.090
52 C 2.72839 -29.94085 -18.43383  C51 1.555, N53 1.498, H63 1.090, H64 1.090
53 N 3.57179 -29.89651 -19.67067  C52 1.498, C54 1.438, H65 1.010
54 C 2.85325 -29.45279 -20.83480  N53 1.438, C55 1.583, H66 1.090, H67 1.090
55 C 3.69643 -28.65133 -21.90842  C54 1.583, O56 1.447, H68 1.090, H69 1.090
56 O 3.56600 -27.22246 -21.71899  C55 1.447, C57 1.365
57 C 4.51050 -26.40598 -22.27091  O56 1.365, H70 1.090, H71 1.090, H72 1.090
58 H 0.65112 -30.72864 -20.04309  C49 1.090
59 H -0.18457 -31.82475 -19.06906  C49 1.090
60 H 0.38682 -32.30090 -20.75228  C49 1.090
61 H 3.15577 -31.95257 -17.52862  C51 1.090
62 H 1.65900 -31.28525 -17.19585  C51 1.090
63 H 3.29276 -29.56253 -17.58150  C52 1.090
64 H 1.80239 -29.41089 -18.65692  C52 1.090
65 H 3.85019 -30.84527 -19.87673  N53 1.010
66 H 1.93539 -28.88841 -20.67015  C54 1.090
67 H 2.33464 -30.30837 -21.26740  C54 1.090
68 H 3.16802 -28.92520 -22.82159  C55 1.090
69 H 4.69616 -29.08293 -21.95715  C55 1.090
70 H 4.41423 -25.43578 -21.78351  C57 1.090
71 H 4.32328 -26.26336 -23.33520  C57 1.090
72 H 5.53910 -26.76237 -22.21536  C57 1.090
73 C -2.05297 -15.44927 -23.53270  O74 1.510, H82 1.090, H83 1.090, H84 1.090
74 O -1.69816 -16.46655 -22.47488  C73 1.510, C75 1.413
75 C -0.66300 -17.38079 -22.77239  O74 1.413, C76 1.533, H85 1.090, H86 1.090
76 C -0.44326 -18.45283 -21.69850  C75 1.533, N77 1.485, H87 1.090, H88 1.090
77 N -1.50313 -19.49079 -21.64146  C76 1.485, C78 1.483, H89 1.010
78 C -1.17241 -20.64498 -20.77146  N77 1.483, C79 1.535, H90 1.090, H91 1.090
79 C -2.41684 -21.46299 -20.39744  C78 1.535, O80 1.447, H92 1.090, H93 1.090
80 O -2.97140 -20.71383 -19.29090  C79 1.447, C81 1.394
81 C -4.21495 -21.16796 -18.85377  O80 1.394, H94 1.090, H95 1.090, H96 1.090
82 H -2.60673 -15.89899 -24.35684  C73 1.090
83 H -1.18532 -14.94484 -23.95794  C73 1.090
84 H -2.65654 -14.67944 -23.05188  C73 1.090
85 H 0.25336 -16.79066 -22.78428  C75 1.090
86 H -0.80219 -17.67153 -23.81364  C75 1.090
87 H -0.41689 -17.90045 -20.75921  C76 1.090
88 H 0.54519 -18.88329 -21.85908  C76 1.090
89 H -2.34486 -19.02726 -21.33045  N77 1.010
90 H -0.64310 -20.32656 -19.87338  C78 1.090
91 H -0.48389 -21.15120 -21.44806  C78 1.090
92 H -2.09949 -22.41564 -19.97334  C79 1.090
93 H -2.96684 -21.65234 -21.31926  C79 1.090
94 H -4.92431 -20.44739 -19.26084  C81 1.090
95 H -4.18849 -21.17532 -17.76411  C81 1.090
96 H -4.51416 -22.17588 -19.14128  C81 1.090
97 C -5.47938 -24.93169 -9.06929  O98 1.415, H106 1.090, H107 1.090, H108 1.090
98 O -4.40466 -25.52963 -9.76996  C97 1.415, C99 1.423
99 C -4.11727 -26.84600 -9.31150  O98 1.423, C100 1.607, H109 1.090, H110 1.090
100 C -3.62011 -27.74273 -10.54839  C99 1.607, N101 1.469, H111 1.090, H112 1.090
101 N -4.52959 -28.14177 -11.63078  C100 1.469, C102 1.476, H113 1.010
102 C -5.58951 -27.29415 -12.21088  N101 1.476, C103 1.531, H114 1.090, H115 1.090
103 C -6.93811 -27.46757 -11.50694  C102 1.531, O104 1.440, H116 1.090, H117 1.090
104 O -7.50183 -28.78613 -11.64013  C103 1.440, C105 1.406
105 C -7.53253 -29.57585 -10.47785  O104 1.406, H118 1.090, H119 1.090, H120 1.090
106 H -6.41965 -25.44127 -9.27983  C97 1.090
107 H -5.68798 -23.91715 -9.40885  C97 1.090
108 H -5.15792 -24.84789 -8.03115  C97 1.090
109 H -4.95670 -27.49995 -9.07531  C99 1.090
110 H -3.29167 -27.07543 -8.63781  C99 1.090
111 H -3.28055 -28.74529 -10.28824  C100 1.090
112 H -2.84416 -27.15165 -11.03482  C100 1.090
113 H -4.78883 -29.11471 -11.71017  N101 1.010
114 H -5.55708 -27.60606 -13.25479  C102 1.090
115 H -5.37218 -26.22898 -12.29018  C102 1.090
116 H -7.64002 -26.72438 -11.88521  C103 1.090
117 H -6.88271 -27.21041 -10.44917  C103 1.090
118 H -6.51063 -29.59465 -10.09908  C105 1.090
119 H -7.83777 -30.57342 -10.79376  C105 1.090
120 H -8.11086 -29.10605 -9.68227  C105 1.090
121 C 20.77012 -9.23719 -22.86494  O122 1.435, H130 1.090, H131 1.090, H132 1.090
122 O 21.39075 -10.31942 -22.15497  C121 1.435, C123 1.412
123 C 20.64879 -11.51966 -22.10752  O122 1.412, C124 1.502, H133 1.090, H134 1.090
124 C 19.39388 -11.55374 -21.28228  C123 1.502, N125 1.424, H135 1.090, H136 1.090
125 N 18.77109 -12.82878 -21.39958  C124 1.424, C126 1.488, H137 1.010
126 C 17.44938 -12.65388 -20.73941  N125 1.488, C127 1.611, H138 1.090, H139 1.090
127 C 16.35102 -13.52880 -21.52934  C126 1.611, O128 1.527, H140 1.090, H141 1.090
128 O 16.11495 -14.87546 -20.84893  C127 1.527, C129 1.435
129 C 17.07821 -15.87684 -21.20727  O128 1.435, H142 1.090, H143 1.090, H144 1.090
130 H 19.89250 -8.99483 -22.26565  C121 1.090
131 H 20.49998 -9.51311 -23.88425  C121 1.090
132 H 21.33915 -8.30872 -22.91254  C121 1.090
133 H 21.42551 -12.25008 -21.88103  C123 1.090
134 H 20.32883 -11.75300 -23.12303  C123 1.090
135 H 18.90301 -10.70266 -21.75429  C124 1.090
136 H 19.59229 -11.39016 -20.22304  C124 1.090
137 H 18.78021 -13.07413 -22.37928  N125 1.010
138 H 17.13222 -11.61247 -20.79386  C126 1.090
139 H 17.59923 -12.85961 -19.67955  C126 1.090
140 H 16.40239 -13.65872 -22.61035  C127 1.090
141 H 15.42615 -12.99605 -21.30824  C127 1.090
142 H 18.04436 -15.40105 -21.03915  C129 1.090
143 H 17.21475 -16.07306 -22.27074  C129 1.090
144 H 16.91333 -16.86638 -20.78099  C129 1.090
145 C 1.72309 -14.95713 -9.21938  O146 1.379, H154 1.090, H155 1.090, H156 1.090
146 O 2.78225 -15.52064 -9.89956  C145 1.379, C147 1.482
147 C 3.29274 -16.82439 -9.41254  O146 1.482, C148 1.606, H157 1.090, H158 1.090
148 C 2.29965 -18.04766 -9.10427  C147 1.606, N149 1.586, H159 1.090, H160 1.090
149 N 1.44053 -17.77845 -7.79877  C148 1.586, C150 1.435, H161 1.010
150 C 0.89927 -19.02252 -7.33154  N149 1.435, C151 1.580, H162 1.090, H163 1.090
151 C 1.78160 -19.83471 -6.30302  C150 1.580, O152 1.416, H164 1.090, H165 1.090
152 O 2.09155 -18.97619 -5.22047  C151 1.416, C153 1.450
153 C 3.45689 -19.10239 -4.75040  O152 1.450, H166 1.090, H167 1.090, H168 1.090
154 H 0.84438 -15.60204 -9.22531  C145 1.090
155 H 1.52079 -14.03358 -9.76182  C145 1.090
156 H 1.88742 -14.49287 -8.24698  C145 1.090
157 H 4.01778 -16.65251 -8.61701  C147 1.090
158 H 3.78002 -17.04306 -10.36273  C147 1.090
159 H 2.73333 -19.04329 -9.01071  C148 1.090
160 H 1.58380 -18.08946 -9.92518  C148 1.090
161 H 2.10487 -17.40345 -7.13686  N149 1.010
162 H 0.55179 -19.72768 -8.08660  C150 1.090
163 H 0.03763 -18.70796 -6.74269  C150 1.090
164 H 2.63331 -20.15726 -6.90189  C151 1.090
165 H 1.25290 -20.71874 -5.94657  C151 1.090
166 H 3.34150 -19.61395 -3.79484  C153 1.090
167 H 3.78058 -18.06677 -4.64642  C153 1.090
168 H 4.21037 -19.59682 -5.36352  C153 1.090

Values from the calculation:
**HOMO**: -0.299 Ha
**Maximum force**: 0.0798 hartree/bohr
**Structure (SMILES)**: COCCNCCOC.COCCNCCOC.COCCNCCOC.COCCNCCOC.COCCNCCOC.COCCNCCOC.COCCNCCOC
**Kohn-Sham gap**: 8.7 eV
**Energy above the lowest of the compared OMol25 structures with the same formula, charge and spin**: 745.2 kJ/mol
**LUMO energy**: 0.54 eV

Mulliken population analysis, charges in e, atoms 1 to 4: -0.727 -0.305 -0.606 -0.690

---

# 2
# C12H27BrN2O7S2

7 unconnected molecules or ions with the total composition C12H27BrN2O7S2 (ωB97M-V/def2-TZVPD, the OMol25 dataset).

Each atom is followed by the atoms it is bonded to, with distances in Å.
CARTESIAN COORDINATES (ANGSTROEM)
1 O 1.43461 1.56125 2.08077  C2 1.432, H13 0.990
2 C 0.00388 1.53991 2.02409  O1 1.432, C3 1.556, C12 1.594
3 C -0.91897 0.29450 1.88545  C2 1.556, C4 1.612, H14 1.138
4 C -2.52652 0.41133 1.88665  C3 1.612, Br5 2.017, C6 1.568
5 Br -3.71932 -1.21087 1.77285  C4 2.017
6 C -3.24142 1.80142 2.00946  C4 1.568, S7 1.842, C8 1.573
7 S -5.08291 1.81702 1.99186  C6 1.842, H15 1.388
8 C -2.31004 3.06122 2.15331  C6 1.573, N9 1.446, C12 1.576
9 N -2.78347 4.41895 2.30707  C8 1.446, S10 1.730
10 S -1.33588 5.36350 2.38532  N9 1.730, N11 1.724
11 N -0.05996 4.20776 2.29766  S10 1.724, C12 1.441
12 C -0.73818 2.94420 2.15763  C2 1.594, C8 1.576, N11 1.441
13 H 1.85574 1.14103 1.28916  O1 0.990
14 H -0.44012 -0.73522 1.80842  C3 1.138
15 H -5.57858 3.00024 2.52115  S7 1.388
16 C -7.73351 -0.98374 1.56775  O17 1.418, H18 1.091, H19 1.093, H20 1.093
17 O -6.66173 -1.07216 0.64296  C16 1.418, H21 0.968
18 H -8.51876 -1.67680 1.26390  C16 1.091
19 H -7.38131 -1.25250 2.56728  C16 1.093
20 H -8.13250 0.03406 1.57357  C16 1.093
21 H -5.98072 -0.44891 0.93520  O17 0.968
22 C 4.08034 1.41168 -1.47980  O23 1.421, H24 1.090, H25 1.093, H26 1.092
23 O 2.91304 0.99353 -0.78507  C22 1.421, H27 0.967
24 H 4.35600 2.41002 -1.13873  C22 1.090
25 H 4.89962 0.71939 -1.27145  C22 1.093
26 H 3.87898 1.43934 -2.55269  C22 1.092
27 H 2.69245 0.10887 -1.10791  O23 0.967
28 C 3.88130 2.87146 -5.61187  O29 1.421, H30 1.091, H31 1.093, H32 1.093
29 O 4.78960 2.15868 -4.78412  C28 1.421, H33 0.966
30 H 3.57271 3.78050 -5.09443  C28 1.091
31 H 4.37111 3.13925 -6.55134  C28 1.093
32 H 3.00230 2.25351 -5.81213  C28 1.093
33 H 5.04640 1.36069 -5.26431  O29 0.966
34 C 1.20439 -3.23594 0.29518  O35 1.415, H36 1.090, H37 1.093, H38 1.093
35 O 1.51589 -2.32799 -0.74457  C34 1.415, H39 0.966
36 H 2.00586 -3.22749 1.03387  C34 1.090
37 H 0.27003 -2.93436 0.77523  C34 1.093
38 H 1.10461 -4.24386 -0.11477  C34 1.093
39 H 0.79257 -2.35749 -1.38461  O35 0.966
40 C 2.22753 -6.09603 3.12704  O41 1.420, H42 1.090, H43 1.093, H44 1.093
41 O 1.45236 -4.91245 3.24636  C40 1.420, H45 0.966
42 H 2.23905 -6.40528 2.08143  C40 1.090
43 H 3.25096 -5.90136 3.45745  C40 1.093
44 H 1.78423 -6.88969 3.73359  C40 1.093
45 H 1.45836 -4.66070 4.17892  O41 0.966
46 C 0.17881 0.96213 -2.75143  O47 1.420, H48 1.091, H49 1.093, H50 1.093
47 O 1.25724 0.90898 -3.67340  C46 1.420, H51 0.967
48 H -0.59075 0.25611 -3.06625  C46 1.091
49 H 0.53385 0.68896 -1.75496  C46 1.093
50 H -0.24089 1.97095 -2.73585  C46 1.093
51 H 1.92177 1.54238 -3.37088  O47 0.967

Values from the calculation:
**HOMO**: -0.302 Ha
**Maximum force**: 0.1028 hartree/bohr
**Structure (SMILES)**: Oc1cc(Br)c(S)c2nsnc12.CO.CO.CO.CO.CO.CO
**Kohn-Sham gap**: 6.9 eV
**LUMO energy**: -1.34 eV

Mulliken population analysis, charges in e, atoms 1 to 4: -0.500 0.179 -0.438 0.010

---

- The lowest HOMO belongs to which entry?
  C12H27BrN2O7S2

---

- Among the records above, which one has the lowest Kohn-Sham gap?
  C12H27BrN2O7S2

---

- Which of these has the lowest maximum force?
  C42H105N7O14